{"formula": "C5H12OS", "method": "ωB97M-V/def2-TZVPD", "homo_lumo_gap_ev": 9.97, "lumo_ev": 0.81, "smiles": "C=CCO.CCS", "e_homo_ev": -9.159, "elements": ["C", "C", "C", "O", "H", "H", "H", "H", "H", "H", "C", "C", "S", "H", "H", "H", "H", "H", "H"], "xyz": [[-1.23442, -0.97483, -2.00603], [-0.57582, -0.02007, -2.63612], [0.51256, 0.80724, -2.03792], [1.50649, 1.03333, -3.03405], [-2.04745, -1.48595, -2.50754], [-0.98699, -1.31344, -1.00809], [-0.86362, 0.26863, -3.64150], [0.07573, 1.75939, -1.70645], [0.93936, 0.32314, -1.15710], [2.17952, 1.61243, -2.66435], [0.83187, 0.40193, 2.08451], [-0.14381, -0.32648, 2.98820], [-1.62993, -0.86589, 2.06840], [0.33637, 1.20455, 1.53427], [1.27451, -0.26998, 1.35048], [1.61780, 0.86778, 2.68032], [0.31818, -1.20092, 3.44108], [-0.48022, 0.32469, 3.79403], [-1.63012, -2.14557, 2.45786]], "forces_ev_per_a": [[-0.09, -0.36, -0.17], [0.02, 0.22, 0.04], [-0.04, 0.12, -0.01], [0.02, 0.02, 0.07], [-0.02, 0.00, 0.08], [0.04, 0.12, 0.07], [0.02, 0.00, -0.04], [0.07, 0.04, -0.05], [-0.01, -0.13, 0.05], [-0.02, -0.01, -0.04], [-0.03, 0.20, -0.07], [-0.14, -0.01, 0.06], [0.05, -0.05, -0.03], [-0.05, -0.02, 0.02], [0.04, -0.04, 0.04], [0.11, -0.09, -0.02], [-0.01, 0.00, -0.01], [0.04, -0.01, 0.00], [0.00, 0.01, 0.02]]}